Formula: C29H58N3O19PS10
Source: OMol25
Level of theory: ωB97M-V with the def2-TZVPD basis set

Each line ends with the Löwdin charge.
Atoms and positions in Å:
S (-1.32772, 6.97459, 3.52043)  0.56
S (4.30507, -1.12134, -4.44875)  0.42
S (-5.84174, -1.24164, 3.92691)  0.56
S (6.89076, -7.31841, -5.46714)  0.56
S (2.72640, 7.95101, -1.10396)  0.72
S (-1.75258, 0.11695, -3.26817)  1.00
S (1.42155, -0.76402, 0.11634)  0.60
S (3.68376, 5.39406, -2.22887)  0.94
S (-2.83660, -5.85257, 2.05806)  0.56
S (-1.14807, 3.01415, -2.70153)  0.71
P (4.43070, -1.74344, -2.64786)  0.23
O (-4.86328, -0.23510, 3.65203)  -0.28
O (-2.43214, -7.17571, 1.69343)  -0.27
O (-3.45766, -5.00009, 1.09330)  -0.27
O (0.03409, -0.74452, -0.19659)  -0.22
O (-6.93341, -0.97218, 4.80936)  -0.27
O (-0.90880, 7.09598, 4.88052)  -0.27
O (-1.40842, 5.68822, 2.89393)  -0.29
O (2.22818, -1.74857, -0.89087)  -0.18
O (7.66453, -6.17602, -5.84001)  -0.27
O (1.73632, -1.16922, 1.44209)  -0.21
O (5.87778, -1.57104, -1.99961)  -0.17
O (2.11559, 0.60650, -0.26990)  -0.14
O (-5.07861, 0.84944, -0.30802)  -0.15
O (-2.71503, 7.72248, 3.33128)  -0.26
O (-5.09363, -2.55846, 4.40286)  -0.28
O (6.94810, -7.81444, -4.12573)  -0.28
O (-1.59984, -5.09898, 2.70624)  -0.26
O (5.37184, -7.07650, -5.85576)  -0.26
O (4.15710, -3.30346, -2.46912)  -0.17
N (-3.10322, 1.50776, -1.60501)  -0.24
N (2.83714, 5.68673, 0.28090)  -0.18
N (3.34363, 4.53671, 2.07992)  0.08
C (-3.94570, 0.85013, 0.53913)  -0.17
C (2.82005, 0.45913, -1.56729)  -0.40
C (3.71552, 2.79697, -1.06365)  -0.20
C (1.99568, 4.70757, 2.00429)  -0.14
C (-2.74606, 1.50342, -0.19128)  -0.14
C (-4.11202, 2.54501, -1.76592)  -0.17
C (-0.34603, -4.09512, 0.81835)  -0.07
C (1.02828, -0.33896, -3.41192)  -0.23
C (-0.35766, -5.08165, 1.96912)  -0.24
C (-4.83722, -2.33138, 6.84173)  -0.07
C (4.57593, -6.26366, -4.96171)  -0.24
C (-5.32571, 2.11358, -0.88531)  -0.16
C (3.96923, 1.44510, -1.74469)  -0.12
C (2.88503, 3.79294, -1.89901)  -0.43
C (7.20474, -8.62498, -6.60127)  -0.12
C (3.05082, 6.38742, -0.93837)  -1.13
C (-3.83291, -5.91587, 3.50436)  -0.11
C (-6.46974, -1.87502, 2.41050)  -0.11
C (-0.19158, 0.29936, -4.13551)  -0.47
C (3.29401, -0.96082, -1.42502)  -0.35
C (1.63520, 5.43109, 0.89682)  -0.08
C (-4.15291, -2.43824, 5.49434)  -0.25
C (-3.91335, 7.02803, 3.74698)  -0.25
C (-4.10195, 7.04252, 5.24992)  -0.07
C (3.83463, 5.13576, 1.02558)  -0.19
C (1.74149, 0.78593, -2.65475)  -0.13
C (4.85503, -4.78285, -5.10620)  -0.09
C (-2.00208, 1.63574, -2.48086)  -1.09
C (-0.35693, 8.05660, 2.52819)  -0.12
H (-5.07822, 6.62957, 5.50389)  0.08
H (4.72850, -6.60192, -3.93556)  0.11
H (4.46181, -3.56941, -1.58654)  0.11
H (-4.39154, 2.70952, -2.80182)  0.12
H (6.98176, -8.27571, -7.60547)  0.08
H (-0.65172, -3.10567, 1.15568)  0.08
H (-5.63634, -2.11516, 1.75437)  0.07
H (-0.45353, 9.06753, 2.91408)  0.08
H (-1.81160, 0.99570, 0.01425)  0.11
H (-4.14365, 1.32892, 1.49812)  0.11
H (-0.12782, -6.09270, 1.62952)  0.11
H (-2.64808, 2.53092, 0.18200)  0.12
H (1.94774, 3.99598, -1.39153)  0.07
H (-7.08528, -1.09485, 1.96885)  0.08
H (4.77644, -4.47922, -6.15056)  0.09
H (0.65961, -4.03041, 0.40101)  0.08
H (3.24150, 2.61896, -0.10286)  0.11
H (4.68502, 3.23856, -0.85269)  0.10
H (-3.75987, 3.50621, -1.37503)  0.10
H (-3.33557, -6.53379, 4.24628)  0.08
H (-4.09457, -2.37912, 7.63822)  0.08
H (-4.78495, -6.35645, 3.21677)  0.08
H (0.66326, -1.13318, -2.76961)  0.09
H (-4.72916, 7.55555, 3.25748)  0.12
H (5.85990, -4.53229, -4.76750)  0.08
H (4.14505, -4.21495, -4.52429)  0.03
H (-0.69995, 7.99969, 1.49867)  0.07
H (-3.70332, -0.20003, 0.68260)  0.12
H (1.31465, 4.30616, 2.73432)  0.10
H (-5.38173, -1.39325, 6.93711)  0.07
H (6.29016, -0.75266, -2.30599)  0.08
H (2.21347, 1.40220, -3.41254)  0.11
H (-5.52168, 2.84736, -0.10076)  0.12
H (-6.19566, 1.96820, -1.51766)  0.12
H (-0.01463, 1.36854, -4.24071)  0.02
H (1.65639, -0.72810, -4.20504)  0.05
H (0.65969, 5.73672, 0.57274)  0.12
H (0.39477, -4.80475, 2.70470)  0.12
H (4.86446, 1.02430, -1.27395)  0.12
H (-3.97774, -4.90503, 3.87167)  0.04
H (0.96846, 1.37745, -2.17110)  0.08
H (-3.33876, 6.44976, 5.75166)  0.07
H (0.67604, 7.72198, 2.60175)  0.07
H (-0.30335, -0.09899, -5.13953)  0.08
H (6.58600, -9.47693, -6.33504)  0.07
H (-3.89865, 6.01021, 3.35491)  0.11
H (-4.03482, 8.05989, 5.63445)  0.08
H (3.96709, -0.89579, -0.55162)  0.14
H (-1.02761, -4.39596, 0.02330)  0.08
H (4.87842, 5.20190, 0.78033)  0.13
H (-7.07077, -2.75531, 2.62337)  0.08
H (-3.49105, -1.59082, 5.31192)  0.12
H (2.67311, 3.39825, -2.88676)  0.06
H (3.54298, -6.48126, -5.22494)  0.12
H (-5.55306, -3.14252, 6.97364)  0.09
H (4.21163, 1.53735, -2.79845)  0.11
H (8.25909, -8.87646, -6.51368)  0.08
H (-3.54791, -3.34125, 5.44634)  0.11

For the gap between HOMO and LUMO, the calculation gives 7.87 eV. For the LUMO energy, the calculation gives -0.89 eV.

Formula: C29H58O25
Source: OMol25
Level of theory: ωB97M-V with the def2-TZVPD basis set

Each line ends with the Löwdin charge.
Atoms and positions in Å:
O (2.00044, 3.83098, 3.98219)  -0.13
O (-2.21528, 4.07436, -4.37438)  -0.07
O (0.69616, -3.49891, 2.75591)  -0.10
O (-2.93931, -0.49264, -4.70342)  -0.04
O (0.52645, 5.37046, -3.50162)  -0.04
O (-5.21366, -0.27201, -3.20700)  -0.07
O (-0.78865, -1.14958, -1.80557)  0.03
O (-4.30876, 4.22402, -2.49718)  -0.07
O (-0.40277, 3.29473, -0.66030)  0.02
O (-0.53498, 5.37616, 1.52227)  -0.07
O (3.33486, -0.57671, 2.11542)  -0.07
O (4.73395, -3.21039, 2.03590)  -0.11
O (3.41773, -2.95765, 5.12497)  -0.09
O (-0.02261, -1.90857, 0.83458)  -0.04
O (0.33026, -0.09687, -4.50398)  -0.11
O (-0.19022, -2.77188, -3.90345)  -0.06
O (-3.32473, 5.35539, 1.07367)  -0.06
O (-3.34477, -2.77320, 0.67680)  -0.02
O (-3.01402, -5.58683, 1.14186)  -0.06
O (2.34968, -0.09011, -2.63434)  -0.14
O (-0.97880, -6.76180, -1.60646)  -0.06
O (-2.26804, -0.17527, 2.98963)  -0.12
O (0.91312, 6.78142, -1.19149)  -0.03
O (-0.37180, -4.34711, -0.62851)  -0.03
O (0.46883, 2.50227, 1.99768)  -0.06
C (-4.59608, 0.76845, -3.48451)  -0.42
C (2.05572, 6.18188, -1.75047)  -0.28
C (2.74609, 1.20379, -2.23520)  -0.18
C (2.53604, -3.69874, 4.27526)  -0.25
C (-2.66115, 1.85172, -4.75507)  -0.05
C (-0.52156, -0.30376, -0.95145)  -0.35
C (0.45847, -5.40142, -0.22548)  -0.28
C (-0.04543, -0.69974, 0.47564)  -0.28
C (0.25970, -1.06036, -5.55956)  -0.22
C (0.29746, 1.69138, 1.03561)  -0.29
C (1.35509, -2.85795, 3.79615)  -0.28
C (0.56781, -2.47516, -5.05169)  -0.27
C (0.37400, -6.57858, -1.20207)  -0.26
C (-4.94589, 2.04702, -2.97446)  -0.05
C (4.02980, -2.60642, 0.91437)  -0.20
C (-1.44839, 5.21098, 2.57811)  -0.28
C (2.31647, 3.01380, 5.06747)  -0.21
C (4.05766, -1.10974, 1.03823)  -0.26
C (-4.15526, 3.19014, -3.18492)  -0.42
C (0.40760, 0.32001, 1.35848)  -0.05
C (-2.70492, 4.54065, 2.06162)  -0.26
C (-0.59413, 1.07519, -1.22083)  0.01
C (-2.42849, -4.56320, 1.96122)  -0.24
C (-1.88301, 0.84833, 3.87252)  -0.18
C (-0.26377, 2.10319, -0.31895)  -0.38
C (-3.28525, -3.32007, 1.96462)  -0.28
C (-2.95132, 3.07779, -4.13971)  -0.40
C (-3.35402, 0.64636, -4.41679)  -0.39
C (1.69278, 5.11134, -2.77369)  -0.28
H (-1.57850, 1.79344, 3.42001)  0.06
H (-2.85398, -2.62178, 2.70094)  0.10
H (0.96424, -6.40616, -2.10925)  0.11
H (2.21103, -4.56865, 4.85104)  0.11
H (-3.10295, -6.37873, 1.67418)  0.05
H (-1.78814, 1.76419, -5.39504)  0.08
H (2.60488, 3.58926, 5.95914)  0.06
H (-2.74345, 1.05402, 4.51684)  0.07
H (0.95707, -0.63034, -6.29401)  0.10
H (2.56725, 4.79188, -3.36050)  0.10
H (1.63644, 3.25281, 3.28305)  0.04
H (0.42228, -2.81916, 2.06056)  0.04
H (3.34083, 1.71951, -3.01227)  0.06
H (-2.32938, -4.87365, 3.00849)  0.11
H (0.26353, -5.80571, 0.78020)  0.11
H (-1.00346, 1.37776, -2.17645)  0.12
H (1.51512, 4.24968, -2.10542)  0.09
H (3.25779, 1.16065, -1.27614)  0.06
H (0.70068, -2.76896, 4.68589)  0.11
H (1.50574, -5.06144, -0.26584)  0.11
H (-0.74405, -1.00913, -5.98618)  0.11
H (-0.11114, 4.50092, 1.45096)  0.05
H (1.44746, 2.45652, 5.44813)  0.07
H (2.42462, -0.38212, 1.81859)  0.04
H (2.77031, 5.78899, -1.01377)  0.11
H (3.62720, -2.15535, 4.62878)  0.07
H (-5.84615, 2.06027, -2.37032)  0.07
H (3.00610, -2.98375, 1.00404)  0.12
H (3.15132, 2.33959, 4.84233)  0.07
H (-0.57588, 0.21517, -4.32202)  0.07
H (-3.46754, 4.40881, 2.86358)  0.10
H (0.70774, 0.01449, 2.35787)  0.10
H (5.06284, -0.68042, 1.10576)  0.12
H (3.09187, -4.08251, 3.41371)  0.09
H (0.24297, -3.17456, -5.83147)  0.10
H (0.77428, -7.46248, -0.68273)  0.10
H (2.68073, 6.94331, -2.27328)  0.09
H (0.26932, 4.60411, -4.03047)  0.08
H (-2.53940, 3.50352, 1.74644)  0.12
H (-1.55185, -0.27763, 2.33925)  0.05
H (-3.73226, -1.89301, 0.73120)  0.10
H (4.52862, -2.88694, -0.01782)  0.12
H (-1.04260, 4.39020, 3.19771)  0.10
H (4.84283, -4.14543, 1.84817)  0.07
H (1.21451, 7.58841, -0.76827)  0.07
H (-1.05699, -7.64852, -1.96744)  0.06
H (1.64422, -2.61763, -4.87115)  0.10
H (1.89586, 1.89104, -2.12913)  0.06
H (-1.07193, 0.50090, 4.52663)  0.07
H (-1.45973, -4.31715, 1.53249)  0.08
H (-1.62345, 6.07182, 3.22320)  0.10
H (-4.17624, 4.99230, 0.81879)  0.08
H (1.65423, -1.81760, 3.61613)  0.10
H (3.69094, -0.76707, 0.06024)  0.11
H (0.07830, -3.56424, -0.25092)  0.06
H (-4.29162, -3.52399, 2.37940)  0.11
H (0.10313, -2.10728, -3.24640)  0.05
H (1.66529, 0.06064, -3.32508)  0.04

Its net charge is -4. For the gap between HOMO and LUMO, the calculation gives 3.11 eV. The energy above the lowest of the compared OMol25 structures with the same formula, charge and spin comes out at 0.00 kJ/mol. For the LUMO energy, the calculation gives 6.79 eV.